1.
Molecular formula: C52H43BCl3N3O3P2PdS
Method: DFT, ωB97M-V/def2-TZVPD

Summary:
energy relative to the best compared isomer or geometry (same formula, charge and spin): 29.6 kcal/mol
net charge: +2
M: 1075.5 g mol⁻¹
E_HOMO: -12.6 eV
LUMO: -0.2367 hartree
HOMO-LUMO gap: 6.2 eV

Last column: Mulliken charge in e.
Cartesian coordinates (Å):
Pd: 0.60 -1.56 0.70  -1.551
Cl: -1.02 5.67 -8.48  -0.178
Cl: 0.18 7.12 -0.50  -0.211
Cl: -3.65 4.22 -4.06  -0.195
S: -1.50 6.44 1.84  -0.168
P: -0.60 -3.55 0.48  1.357
P: 2.52 0.03 0.55  2.168
O: -1.30 -0.77 2.83  0.468
O: 0.39 -2.26 3.46  -0.638
O: -1.41 3.67 -2.05  -0.158
N: -1.59 0.91 -1.85  0.562
N: 2.10 -2.79 1.02  1.073
N: -0.71 -0.18 -0.16  2.440
C: -0.35 -3.51 -3.60  -0.769
C: -0.94 2.89 -3.14  1.301
C: 3.46 1.70 -3.03  -1.057
C: -0.30 -5.38 -1.54  -0.356
C: 2.46 2.36 4.50  -0.718
C: -1.01 4.87 -6.95  0.392
C: -3.27 -4.20 0.12  -0.814
C: -2.10 -0.29 5.15  -1.321
C: -0.28 -1.79 4.61  1.128
C: 3.72 1.28 2.76  -0.554
C: 3.68 1.98 3.95  -0.921
C: -1.75 1.59 -3.14  -1.209
C: -0.73 5.97 0.39  0.779
C: 3.51 3.05 -2.74  -0.612
C: -0.19 -4.86 -3.89  -0.635
C: -0.84 -1.49 6.86  -0.673
C: 3.04 -4.79 0.58  -1.529
C: -2.15 4.23 -4.96  0.944
C: 2.53 0.94 2.11  0.115
C: -4.56 -4.47 0.56  -0.787
C: 0.15 4.25 -6.51  -1.084
C: 2.85 1.24 -0.74  0.817
C: 1.31 1.34 2.65  -0.073
C: -0.37 3.98 -1.13  1.310
C: 0.53 -4.61 1.42  -0.988
C: 3.37 -2.56 0.58  -0.015
C: -2.59 -3.77 2.40  -0.082
C: -3.88 -4.04 2.83  -0.890
C: -1.01 3.60 -4.47  -0.871
C: -1.29 -0.91 4.24  0.428
C: -0.50 0.30 -1.39  -1.879
C: 1.90 -4.16 1.03  0.125
C: -2.12 4.85 2.06  -0.446
C: -2.56 0.82 -0.89  -1.353
C: 0.13 3.63 -5.27  -0.032
C: -2.01 0.15 0.15  -1.138
C: -0.02 -2.11 5.92  -1.093
C: -0.48 -3.09 -2.28  -0.661
C: -2.16 4.87 -6.18  -0.898
C: -1.74 4.02 1.06  -0.784
C: -0.93 4.66 0.08  -0.787
C: 3.91 -1.17 0.55  -1.348
C: 3.13 0.79 -2.04  -0.596
C: 3.97 -3.77 0.29  -1.046
C: -0.44 -4.02 -1.25  0.423
C: -0.17 -5.79 -2.86  -0.795
C: 1.28 2.05 3.84  -0.906
C: -4.86 -4.39 1.91  -0.611
C: 3.22 3.51 -1.46  -0.704
C: 2.87 2.60 -0.46  -0.563
C: -1.85 -0.61 6.49  -0.631
C: -2.28 -3.87 1.04  0.811
B: -0.26 -1.58 2.46  1.481
H: 0.43 0.26 -1.93  0.745
H: -2.46 -0.11 1.09  0.740
H: 0.37 4.62 -1.61  0.542
H: -4.11 -3.99 3.88  0.506
H: -2.73 4.64 2.92  0.452
H: -2.02 2.98 1.01  0.413
H: -0.69 -1.70 7.91  0.455
H: -2.81 1.83 -3.22  0.554
H: -2.88 0.39 4.86  0.564
H: -3.06 5.35 -6.54  0.478
H: -5.32 -4.74 -0.16  0.454
H: 0.32 2.36 4.25  0.602
H: 4.99 -3.90 -0.03  0.563
H: 0.77 -2.79 6.20  0.598
H: 0.38 -4.36 2.47  0.488
H: -5.86 -4.60 2.25  0.420
H: -0.29 -6.12 -0.76  0.373
H: 3.78 3.76 -3.51  0.460
H: 3.13 -0.27 -2.27  0.525
H: 1.03 3.15 -4.91  0.399
H: 3.19 -5.85 0.48  0.586
H: 0.39 1.14 2.12  0.439
H: 3.25 4.56 -1.24  0.499
H: 4.48 -0.97 1.46  0.398
H: 1.04 4.27 -7.11  0.441
H: -0.38 -2.79 -4.40  0.515
H: 0.33 -5.67 1.30  0.773
H: 4.68 1.01 2.34  0.588
H: -1.48 0.92 -3.96  0.175
H: -3.53 1.25 -1.04  0.505
H: 0.13 3.04 -0.83  -0.827
H: -0.06 -6.84 -3.08  0.456
H: -1.84 -3.51 3.13  0.215
H: -0.09 -5.18 -4.91  0.432
H: 2.43 2.90 5.43  0.459
H: -3.04 -4.27 -0.94  0.479
H: 4.58 -1.00 -0.29  0.601
H: 0.11 2.64 -2.97  -0.381
H: -2.46 -0.15 7.25  0.479
H: 4.60 2.24 4.45  0.457
H: 2.65 2.97 0.53  0.373
H: -0.64 -2.05 -2.07  0.736
H: 3.69 1.34 -4.03  0.476

***

2.
Molecular formula: C52H43F9N3O23
Method: DFT, ωB97M-V/def2-TZVPD

Summary:
net charge: +1
M: 1248.9 g mol⁻¹
E_HOMO: -10.7 eV
LUMO: -0.2028 hartree
HOMO-LUMO gap: 5.1 eV

Last column: Mulliken charge in e.
Cartesian coordinates (Å):
F: -1.01 3.33 4.91  -0.229
F: 1.16 2.60 2.93  -0.321
F: 1.47 0.03 2.28  -0.292
F: -2.36 2.06 1.78  -0.253
F: -0.88 4.66 2.92  -0.233
F: -2.90 3.71 3.59  -0.396
F: -0.54 -0.10 1.20  -0.305
F: -1.29 1.07 3.70  -0.266
F: 0.20 3.06 0.78  -0.204
O: 1.65 0.57 -7.36  -0.451
O: -2.56 5.52 5.59  -0.378
O: 2.55 -3.42 -4.48  -0.575
O: -3.99 -7.29 0.60  -0.564
O: -3.38 4.42 11.63  -0.582
O: -3.64 -9.54 -0.91  -0.652
O: -6.44 8.19 8.59  -0.569
O: 2.52 -10.55 0.34  -0.581
O: -2.61 5.59 9.29  -0.429
O: -3.82 8.93 8.58  -0.633
O: 0.05 1.53 -9.35  -0.590
O: 1.54 3.36 9.21  -0.577
O: 5.46 0.40 -10.14  -0.556
O: -1.94 -13.89 0.66  -0.566
O: -0.38 -5.45 -1.79  -0.578
O: -0.08 -7.67 -3.36  -0.594
O: 2.47 -1.19 -3.79  -0.263
O: -5.20 4.83 5.53  -0.615
O: 3.87 1.45 -12.10  -0.576
O: 0.74 2.13 11.51  -0.605
O: 0.00 -9.68 -0.22  -0.532
O: 0.58 -14.72 1.30  -0.597
O: 3.40 1.88 1.22  -0.186
N: 3.71 1.92 -1.16  -1.101
N: 3.11 1.68 -2.32  1.057
N: 5.90 0.94 1.03  -0.396
C: 2.18 0.75 -8.46  0.975
C: 1.33 1.04 -4.15  -1.002
C: -1.04 -11.76 0.20  -0.844
C: 4.14 0.68 -9.90  0.267
C: -3.01 -7.35 -0.35  0.241
C: 1.83 1.18 -2.62  0.995
C: 3.73 3.50 -4.12  -0.511
C: -5.89 6.48 7.06  -0.940
C: 1.62 -12.66 0.83  -0.848
C: 1.37 1.28 -9.59  0.175
C: 1.92 1.51 -10.78  -0.776
C: 1.46 -11.40 0.45  0.304
C: -1.82 4.80 9.79  0.823
C: -2.20 -6.31 -0.56  -0.966
C: 0.81 0.73 -1.53  0.084
C: 0.32 3.64 9.76  0.382
C: -3.48 6.21 6.33  -0.032
C: -1.15 -6.38 -1.58  0.853
C: 2.92 4.50 -3.15  -0.667
C: 2.83 1.58 -0.10  0.304
C: -5.53 7.51 7.83  0.236
C: -1.80 1.26 -1.67  -0.167
C: -2.17 4.12 11.07  0.246
C: -4.90 5.76 6.25  0.963
C: -0.64 0.11 -1.80  -0.387
C: -3.12 7.24 7.09  -0.467
C: 0.65 0.70 1.27  0.812
C: -0.04 2.93 11.02  0.852
C: -2.73 2.20 -1.71  -0.724
C: 0.61 5.68 -2.58  -0.458
C: -1.85 -8.66 -2.18  -0.746
C: -1.22 2.11 2.69  0.518
C: 0.61 -3.00 -2.98  -0.113
C: 4.02 2.02 -3.50  -0.752
C: 0.47 -13.57 0.94  0.746
C: -1.45 3.50 3.54  0.794
C: 3.60 0.45 -8.70  -0.890
C: -0.88 -13.03 0.58  0.389
C: 1.37 4.71 -3.65  -0.069
C: 3.34 1.24 -11.02  0.811
C: -4.11 7.98 7.88  1.016
C: 0.11 -10.85 0.11  1.039
C: -2.89 -8.60 -1.14  0.912
C: 1.41 0.98 -0.10  0.042
C: 4.81 1.50 1.13  0.343
C: -1.04 -7.63 -2.39  0.477
C: 1.78 -0.41 -4.81  -0.145
C: -0.51 4.51 9.19  -0.841
C: -1.34 3.24 11.64  -0.831
C: 1.92 -2.55 -3.80  0.438
C: 0.21 2.15 1.92  0.424
C: -0.88 5.06 -2.38  -0.743
H: -0.26 5.03 8.27  0.485
H: 3.00 4.27 -2.02  0.293
H: -5.93 8.89 9.04  0.357
H: -1.58 2.73 12.56  0.424
H: -4.44 -8.16 0.56  0.353
H: -1.79 -9.57 -2.76  0.441
H: 5.61 0.65 -11.08  0.355
H: 0.81 3.72 -3.81  -0.113
H: -1.25 4.67 -3.41  0.281
H: 1.23 5.69 -1.61  0.305
H: 4.17 0.05 -7.88  0.489
H: -3.07 4.82 5.13  0.239
H: 1.67 1.88 -4.85  0.112
H: 4.75 3.96 -4.41  0.442
H: -3.44 2.99 -2.17  0.359
H: 0.63 -2.59 -1.90  0.023
H: 3.41 5.55 -3.29  0.375
H: -6.92 6.14 7.01  0.416
H: 2.41 -0.17 -5.74  -0.024
H: 5.14 2.06 -3.16  0.502
H: 3.12 3.45 -5.12  0.217
H: -2.27 -5.39 0.01  0.451
H: 2.15 -9.69 0.05  0.336
H: -2.01 -11.36 -0.07  0.402
H: 0.55 6.75 -3.06  0.306
H: -1.56 -14.74 0.96  0.345
H: 0.38 -6.80 -3.32  0.288
H: -1.65 5.84 -2.01  0.372
H: -0.39 -2.69 -3.46  0.231
H: -2.09 7.58 7.16  0.428
H: 4.02 1.17 -4.30  0.133
H: 2.59 -13.07 1.08  0.421
H: 0.16 1.03 -4.24  0.670
H: 1.95 2.70 9.81  0.348
H: -0.77 -0.30 -2.88  0.252
H: 1.34 1.90 -11.61  0.438
H: -0.84 4.18 -1.63  -0.046
H: -0.91 -0.80 -1.12  0.563
H: -3.79 5.07 11.03  0.327
H: 0.84 -0.98 -5.19  0.306
H: -0.10 1.29 -8.42  0.314
H: 1.47 5.34 -4.63  0.296
H: 0.62 -4.17 -2.95  0.133